C30H43BrN2P2Re as an isolated structure at a distorted geometry, computed with ωB97M-V/def2-TZVPD.

Values from the calculation:
Gap between HOMO and LUMO (spin up / spin down): 5.44 / 4.31 eV
E_LUMO (spin up / spin down): -13.7 / -14.8 eV
Highest occupied orbital energy (spin up / spin down): -19.1 / -19.1 eV
Charge: +4
Electronic energy: -125482.3080 eV
2S+1: 4

Each line ends with the Mulliken charge.
Positions of all 79 atoms, in Å:
C  -1.533  5.219  -2.156  -0.350
C  -1.682  3.908  -2.717  0.364
C  -2.070  3.841  -4.084  -0.319
C  -2.001  5.007  -4.858  -0.461
N  -1.680  6.192  -4.326  -0.402
C  -1.496  6.321  -3.012  -0.414
C  -1.447  2.730  -1.920  2.170
C  -0.687  2.015  -1.139  -1.370
C  0.602  2.223  -0.278  1.047
C  0.797  3.234  0.702  -0.423
C  1.934  3.008  1.548  -0.673
C  3.018  2.237  1.176  0.375
C  3.024  1.609  -0.091  -0.325
C  1.685  1.360  -0.758  -1.225
Re  -0.085  0.356  -0.282  0.060
P  1.987  -1.018  0.905  0.992
H  -2.314  2.895  -4.559  0.357
H  -1.360  5.369  -1.084  0.399
H  -2.154  4.970  -5.942  0.403
H  -1.257  7.324  -2.628  0.384
H  1.790  1.169  -1.848  0.874
H  -0.035  3.838  1.016  0.533
H  3.920  1.499  -0.777  0.559
H  1.908  3.495  2.523  0.473
C  1.258  -2.247  2.061  0.274
C  1.738  -3.690  1.994  -1.559
H  0.170  -2.195  1.911  -0.355
H  1.437  -1.831  3.060  0.833
H  1.312  -4.207  2.867  0.439
H  1.408  -4.214  1.086  0.226
H  2.833  -3.756  2.070  0.413
C  2.689  -1.973  -0.538  -0.006
C  4.042  -1.545  -1.049  -1.628
H  1.937  -1.834  -1.322  -0.068
H  2.666  -2.999  -0.152  0.612
H  3.903  -1.101  -2.033  0.382
H  4.529  -0.813  -0.414  0.338
H  4.662  -2.441  -1.127  0.403
C  3.510  -0.557  1.831  -1.365
C  4.444  -1.641  2.262  -1.594
H  3.089  -0.009  2.762  0.227
H  4.077  0.159  1.204  0.940
H  5.376  -1.146  2.575  0.442
H  4.034  -2.303  3.043  0.361
H  4.648  -2.210  1.355  0.360
Br  3.598  1.655  3.265  0.167
P  -2.014  -2.306  -1.024  0.220
C  -0.345  -3.021  -1.177  1.015
C  -0.448  -4.534  -1.270  -1.606
H  0.254  -2.687  -0.314  -1.228
H  0.124  -2.589  -2.067  0.637
H  0.547  -4.991  -1.316  0.417
H  -0.993  -4.955  -0.421  0.393
H  -0.989  -4.810  -2.180  0.464
C  -2.209  -2.300  0.809  0.975
C  -3.648  -2.655  1.208  -1.398
H  -1.914  -1.330  1.238  -0.668
H  -1.527  -3.052  1.237  0.355
H  -3.831  -2.433  2.271  0.402
H  -4.363  -2.106  0.583  0.367
H  -3.822  -3.726  1.038  0.417
C  -1.971  -0.745  -1.924  0.295
C  -2.547  -0.562  -3.366  -1.340
H  -0.817  -0.605  -2.081  -0.012
H  -2.401  0.061  -1.275  0.309
H  -2.692  0.518  -3.555  0.251
H  -1.892  -0.979  -4.126  0.400
H  -3.504  -1.069  -3.498  0.444
C  -3.226  1.183  3.595  -0.634
C  -3.505  1.917  2.460  -0.668
C  -2.654  1.856  1.341  -0.312
N  -1.475  1.132  1.376  0.349
C  -1.122  0.568  2.553  -0.230
C  -2.050  0.446  3.584  -0.678
H  -3.941  1.110  4.416  0.475
H  -4.406  2.530  2.384  0.487
H  -2.929  2.335  0.388  0.400
H  -0.103  0.154  2.617  0.301
H  -1.815  -0.258  4.378  0.533